Formula: C32H32FIrN5O4S2
Source: OMol25
Level of theory: ωB97M-V/def2-TZVPD

```
77
Properties=species:S:1:pos:R:3:mulliken_charge:R:1
Ir 0.22550 0.38555 -0.48112 1.29
C 3.60504 -2.32752 -0.78726 -1.23
C 2.64121 -1.23426 -1.14207 1.55
N 1.79606 -0.82885 -0.23289 -0.09
N 1.98641 -1.34580 1.04295 -0.59
C 1.44796 -0.66876 1.98364 0.58
S 0.50694 0.80061 1.67495 -0.38
S 1.57601 -1.06255 3.66175 -0.05
C 2.40417 -2.69412 3.62241 -0.92
C 1.43220 -3.83656 3.56956 0.60
C 0.90496 -4.27511 2.35816 0.23
C -0.00869 -5.31676 2.32853 -0.80
C -0.40117 -5.93375 3.50841 -0.42
C 0.12348 -5.50463 4.71835 -0.58
C 1.03457 -4.45929 4.74771 -0.59
C 2.71064 -0.59882 -2.45334 0.07
C 3.70544 -1.02298 -3.36053 -0.84
C 3.89196 -0.42319 -4.58155 -0.97
C 3.08272 0.64806 -4.95557 -0.44
C 2.10820 1.10024 -4.09760 -0.49
C 1.91577 0.49576 -2.85468 0.91
O 0.91358 1.03029 -2.12776 -0.73
H 3.19124 -2.96168 -0.01241 0.16
H 4.53306 -1.89603 -0.40528 0.32
H 3.84022 -2.93322 -1.65527 0.50
H 2.98205 -2.70952 4.54566 0.57
H 3.09523 -2.67989 2.78291 0.30
H 1.20732 -3.79553 1.43547 0.26
H -0.41285 -5.65066 1.38199 0.41
H -1.10933 -6.75113 3.48386 0.39
H -0.17161 -5.98702 5.64062 0.39
H 1.44556 -4.13005 5.69521 0.37
H 4.36262 -1.83422 -3.09325 0.25
H 4.66791 -0.78091 -5.24314 0.42
H 3.22098 1.12743 -5.91531 0.40
H 1.46642 1.93134 -4.35486 0.45
C -7.48631 0.59349 -0.75498 -1.00
C -6.67091 0.85782 0.49941 -0.98
N -5.25253 1.13364 0.19585 0.18
C -4.37464 0.13909 0.29300 -0.15
C -3.02979 0.23175 0.00212 -0.36
C -2.27439 -1.05665 0.16401 0.45
O -2.86240 -2.05547 0.48801 -0.63
O -0.97108 -1.09708 -0.06949 -0.69
C -2.52529 1.47091 -0.44064 1.79
O -1.31662 1.71961 -0.73193 -1.08
C -3.48106 2.56102 -0.57112 0.83
C -3.04231 3.81594 -1.00590 -0.54
C -3.92556 4.85010 -1.10222 0.35
F -3.46285 6.05520 -1.47165 -0.32
C -5.29233 4.69918 -0.80394 -1.70
C -5.72350 3.45372 -0.38553 -0.56
C -4.83138 2.38246 -0.24732 0.06
N -6.24081 5.74908 -0.90675 0.27
C -5.99985 6.86746 -1.81822 -0.68
C -7.29217 7.69702 -1.92035 -0.73
N -8.44540 6.84941 -1.47192 -0.16
C -8.34809 6.54183 -0.00003 -0.77
C -6.88381 6.20657 0.32100 -0.58
H -8.52177 0.39107 -0.48396 0.38
H -7.10149 -0.27713 -1.28540 0.34
H -7.46813 1.44159 -1.43974 0.32
H -6.68226 -0.00958 1.15525 0.48
H -7.06069 1.69128 1.08207 0.42
H -4.75080 -0.82067 0.62578 0.57
H -1.99807 3.97252 -1.23836 0.58
H -6.77697 3.31972 -0.18828 0.62
H -5.72187 6.47193 -2.79390 0.51
H -5.20315 7.53462 -1.48474 0.42
H -7.48258 8.03163 -2.93699 0.38
H -7.28004 8.56592 -1.26518 0.37
H -8.41320 5.96745 -1.98627 0.38
H -9.33510 7.30195 -1.68299 0.34
H -9.01992 5.70834 0.19411 0.41
H -8.70136 7.41714 0.54103 0.38
H -6.84930 5.42836 1.07842 0.49
H -6.36869 7.08308 0.73116 0.32
```

Calculated values
- net charge = +2
- spin multiplicity = 2
- relative energy (zero: lowest compared OMol25 entry of this formula, charge and spin) (eV) = 0.000


Formula: C26H25NO3
Source: OMol25
Level of theory: ωB97M-V/def2-TZVPD

```
55
Properties=species:S:1:pos:R:3:mulliken_charge:R:1
C 4.03366 4.21452 2.72606 -1.45
C 2.85696 3.37634 2.32893 1.04
C 1.64926 3.95605 1.96876 -0.92
C 0.56302 3.17294 1.61915 -0.61
C 0.65552 1.78937 1.62140 -0.07
C -0.53528 0.93730 1.23244 0.85
C -0.20435 0.08830 -0.00123 0.31
C -1.44769 -0.62361 -0.54485 -1.56
N -1.16581 -1.44638 -1.69656 0.39
C -0.65818 -2.78472 -1.43575 -1.70
C 0.75471 -2.78435 -0.91857 0.44
C 1.06941 -3.36943 0.30069 -0.24
C 2.36789 -3.33422 0.78120 -0.52
C 3.36239 -2.71190 0.04684 -0.51
C 3.05846 -2.13940 -1.17797 -0.72
C 1.76353 -2.17945 -1.66037 0.08
C -1.41549 -1.10559 -2.98598 1.06
O -1.19528 -1.86596 -3.91302 -0.68
C -2.00156 0.23445 -3.25970 -0.17
C -1.70847 1.51692 -2.86965 0.05
C -2.55393 2.36343 -3.62037 -0.68
C -3.29430 1.53936 -4.41287 -0.49
O -2.96107 0.26310 -4.20903 -0.30
C -0.95227 0.08231 2.38865 -0.65
C -0.49629 -1.11354 2.86260 0.50
C -1.26903 -1.40511 4.01398 -0.95
C -2.13309 -0.36652 4.15587 -0.57
O -1.94949 0.53673 3.17675 -0.42
C 1.86296 1.20545 1.98475 0.13
C 2.94625 1.98875 2.33131 -1.01
H 4.94853 3.82971 2.27975 0.36
H 4.15733 4.19506 3.80917 0.28
H 3.89827 5.24802 2.41727 0.36
H 1.55425 5.03260 1.96061 0.33
H -0.36815 3.64743 1.34280 0.41
H -1.37486 1.60232 1.00063 0.63
H 0.55069 -0.64830 0.26337 -0.81
H 0.22344 0.72823 -0.77405 0.38
H -1.85558 -1.26741 0.24200 0.20
H -2.20930 0.11314 -0.81129 0.57
H -0.70077 -3.31878 -2.39069 0.49
H -1.32240 -3.28016 -0.71936 0.44
H 0.29383 -3.85472 0.87713 0.35
H 2.60188 -3.78997 1.73263 0.40
H 4.37327 -2.67769 0.42522 0.41
H 3.83442 -1.66222 -1.75793 0.43
H 1.52079 -1.73704 -2.61511 0.45
H -0.97279 1.83168 -2.15930 0.53
H -2.59868 3.43209 -3.57453 0.46
H -4.06447 1.73879 -5.13153 0.48
H 0.28334 -1.72007 2.44932 0.55
H -1.18683 -2.26779 4.64288 0.47
H -2.89722 -0.15950 4.87814 0.51
H 1.95684 0.13026 1.99964 0.28
H 3.87827 1.51782 2.60972 0.40
```

Calculated values
- net charge = 0
- SMILES = Cc1ccc([C@@H](CCN(Cc2ccccc2)C(=O)c2ccco2)c2ccco2)cc1
- relative energy (zero: lowest compared OMol25 entry of this formula, charge and spin) (eV) = 0.000


Formula: C38H34AsN5O6S2SeW
Source: OMol25
Level of theory: ωB97M-V/def2-TZVPD

```
88
Properties=species:S:1:pos:R:3:mulliken_charge:R:1
W -1.42159 -0.31549 -0.73889 1.75
O -1.19783 0.30919 1.03754 -0.47
N -1.42904 1.83413 -1.13732 0.62
C -0.56190 2.82251 -0.86856 -0.38
C -0.72672 4.06453 -1.43103 -1.30
C -1.81047 4.27650 -2.28853 -0.25
C -2.69291 3.25361 -2.56700 -0.82
C -2.46119 2.02284 -1.96225 0.55
S -3.32539 0.52502 -2.05255 -0.62
H 0.25274 2.58052 -0.20050 0.99
H -0.02317 4.85348 -1.20990 0.56
H -1.95402 5.24822 -2.74268 0.44
H -3.53319 3.38259 -3.23353 0.52
Se -1.92112 -3.64186 -3.86065 0.30
N -0.73950 -4.81048 -3.26469 -0.83
C -0.20951 -4.30515 -2.16790 0.66
C 0.80194 -4.88428 -1.33879 -0.53
C 1.20779 -4.17201 -0.26007 -1.31
C 0.64516 -2.88720 0.03740 -0.66
N -0.27410 -2.32728 -0.69285 0.33
C -0.71544 -3.02066 -1.79195 0.34
N -1.63178 -2.47963 -2.55364 -0.06
H 1.21595 -5.85350 -1.58101 0.50
H 1.96210 -4.55659 0.41096 0.53
H 0.98718 -2.33479 0.90438 1.02
O -2.75857 -1.49389 -0.10683 -0.17
As -3.87279 -1.22223 1.32174 0.01
C -5.58501 -1.27895 0.41399 -0.02
C -6.71408 -1.04135 1.19367 -0.58
C -7.97712 -1.09401 0.62204 -0.57
C -8.11487 -1.40764 -0.72314 -0.51
C -6.99168 -1.67315 -1.49367 -0.80
C -5.72604 -1.60927 -0.92727 0.08
C -1.18813 -2.65494 2.68610 0.73
C -1.38467 -3.96375 2.33625 -0.60
C -0.39862 -4.86545 2.74234 -0.55
C 0.70520 -4.41706 3.45846 -0.61
C 0.84316 -3.07305 3.78755 -0.34
C -0.13173 -2.15181 3.39672 -0.75
C -3.56748 0.69429 1.42415 -0.32
C -2.17028 1.01460 1.86023 0.30
C -1.87594 2.47456 1.93217 -1.11
C -2.82616 3.40641 1.69082 -0.42
C -4.13828 3.03554 1.30661 -0.93
C -4.47804 1.67570 1.17385 0.07
H -6.61428 -0.81420 2.25052 0.40
H -8.85251 -0.89967 1.22754 0.41
H -9.09989 -1.45522 -1.16820 0.38
H -7.10117 -1.93069 -2.53925 0.42
H -4.85021 -1.82763 -1.52548 0.36
H -2.25462 -4.28757 1.77765 0.52
H -0.49970 -5.91774 2.50541 0.42
H 1.45839 -5.12500 3.77902 0.44
H 1.70263 -2.74039 4.35650 0.41
H -0.03926 -1.10009 3.63781 0.43
H -2.00878 0.57797 2.85868 0.56
H -0.87129 2.75696 2.22268 0.50
H -2.58291 4.45767 1.78302 0.46
H -4.87553 3.79949 1.10349 0.43
H -5.47629 1.40687 0.84749 0.43
C 8.30721 1.82967 2.78693 -1.39
C 7.42625 2.01414 1.58347 0.81
C 7.94592 1.84932 0.29801 -0.69
C 7.14809 2.00307 -0.81909 -0.66
C 5.80698 2.32768 -0.65103 0.13
C 5.26756 2.50728 0.61190 -0.22
C 6.08344 2.34596 1.72282 -0.75
S 4.79240 2.52464 -2.07339 1.43
O 3.57549 3.16170 -1.64169 -0.63
O 5.57686 3.05905 -3.14422 -0.76
N 4.44084 0.97903 -2.52933 -0.21
C 3.25819 0.33318 -1.98697 -1.00
C 1.96501 0.74866 -2.69323 -0.29
C 0.74869 0.26016 -1.99502 1.01
O -0.32519 -0.03779 -2.60341 -0.79
O 0.69475 0.19027 -0.72625 -0.73
H 9.27559 2.30730 2.63979 0.37
H 8.49044 0.76887 2.96860 0.30
H 7.84992 2.24887 3.68158 0.35
H 8.99484 1.60886 0.17505 0.39
H 7.55703 1.89355 -1.81454 0.42
H 4.22979 2.79268 0.71703 0.52
H 5.67220 2.49615 2.71345 0.34
H 4.66153 0.82684 -3.50432 0.34
H 3.19030 0.59235 -0.93035 0.29
H 3.39752 -0.74807 -2.04046 0.41
H 1.93649 0.43599 -3.73708 0.46
H 1.90432 1.84105 -2.66686 0.19
```

Calculated values
- net charge = +1
- spin multiplicity = 4
- relative energy (zero: lowest compared OMol25 entry of this formula, charge and spin) (eV) = 2.154


Formula: C28H38N10
Source: OMol25
Level of theory: ωB97M-V/def2-TZVPD

```
76
Properties=species:S:1:pos:R:3:mulliken_charge:R:1
C -5.12450 5.22308 4.97449 -0.38
C -3.94779 5.19065 5.69315 -0.36
C -3.02481 4.41278 4.94095 -0.49
N -3.63620 4.12124 3.74117 0.00
C -4.90358 4.57019 3.75601 -0.54
H -6.05408 5.63104 5.34305 0.38
H -3.76932 5.59055 6.68037 0.39
H -2.02323 4.09637 5.19213 0.38
H -3.27611 3.45418 3.07372 0.23
H -5.52198 4.30870 2.91008 0.38
C 3.94630 -4.43410 -2.64134 -0.36
C 4.83701 -3.42534 -3.01194 -0.45
C 6.04428 -4.06322 -3.15226 -0.43
N 5.88148 -5.41960 -2.88230 -0.02
C 4.60837 -5.67337 -2.48756 -0.52
H 2.89652 -4.31182 -2.41908 0.40
H 4.69513 -2.35564 -2.96706 0.44
H 7.02680 -3.61982 -3.21906 0.37
H 6.54116 -6.17907 -2.97244 0.19
H 4.26496 -6.63397 -2.13299 0.39
C -6.41682 -1.90449 5.67794 -0.42
C -6.05017 -1.75812 4.31591 -0.34
C -5.89973 -0.40233 4.15677 -0.57
N -6.00187 0.18496 5.38026 0.04
C -6.42775 -0.66808 6.29384 -0.48
H -6.69477 -2.86951 6.07530 0.38
H -5.90528 -2.61918 3.68032 0.39
H -5.65141 0.19704 3.29336 0.41
H -6.00801 1.17709 5.56927 0.21
H -6.62217 -0.31001 7.29401 0.38
C 7.38632 3.07781 -2.69965 -0.45
C 6.02936 3.29981 -3.01335 -0.38
C 6.06318 4.02699 -4.22758 -0.36
N 7.40533 4.28406 -4.54365 -0.02
C 8.20300 3.70788 -3.58563 -0.52
H 7.70257 2.49235 -1.84898 0.40
H 5.07655 2.97481 -2.62228 0.42
H 5.28110 4.27948 -4.92829 0.36
H 7.76959 4.77584 -5.34711 0.19
H 9.27509 3.83763 -3.57196 0.35
C 0.84226 0.13626 -0.70478 -0.69
C -0.41121 0.43907 -0.00021 0.29
N -1.41115 0.69607 0.50841 -0.37
H 1.25991 -0.82449 -0.40374 0.27
H 1.55926 0.92469 -0.47588 0.25
H 0.65895 0.26634 -1.77135 0.25
C 6.00161 -3.01325 1.67509 -0.72
C 5.58930 -1.68506 1.50327 0.37
N 5.26084 -0.52240 1.42358 -0.44
H 6.24052 -3.11306 2.73389 0.28
H 6.88873 -3.30111 1.11097 0.26
H 5.16936 -3.68488 1.46442 0.25
C 0.67536 -2.23921 -6.44214 -0.72
C -0.49172 -2.01096 -5.62781 0.32
N -1.50827 -1.75733 -5.04785 -0.40
H 1.48106 -1.68413 -5.96167 0.23
H 0.68529 -1.89471 -7.47623 0.29
H 1.01652 -3.26885 -6.33467 0.26
C -5.99224 -1.38771 -1.52613 -0.62
C -6.73422 -2.52722 -2.01465 0.26
N -7.33082 -3.45857 -2.40415 -0.37
H -5.65953 -0.82358 -2.39744 0.24
H -5.14181 -1.75985 -0.95485 0.25
H -6.71182 -0.84589 -0.91235 0.24
C -1.26697 -2.03232 5.41183 -0.63
C -0.09987 -2.20947 4.56202 0.22
N 0.80387 -2.31891 3.88852 -0.32
H -1.97729 -2.82187 5.16658 0.24
H -1.64428 -1.03606 5.18120 0.22
H -0.92998 -2.15549 6.44109 0.26
C -2.84570 3.72759 -3.70957 -0.65
C -1.72921 3.42225 -4.59748 0.27
N -0.84652 3.17285 -5.31250 -0.39
H -3.58873 3.05170 -4.13287 0.23
H -3.25320 4.70910 -3.95179 0.27
H -2.53280 3.56362 -2.67840 0.26
```

Calculated values
- net charge = 0
- SMILES = c1cc[nH]c1.c1cc[nH]c1.c1cc[nH]c1.c1cc[nH]c1.CC#N.CC#N.CC#N.CC#N.CC#N.CC#N


Q: Which M values were calculated for the entries above? A: 825.988, 399.490, 1058.575, 514.682, in Da.
Q: Which largest force on an atom values were calculated for the entries above? A: 0.2, 0.9, 0.6, 8.7, in eV/A.
Q: Which total energy values were calculated for the entries above? A: -76557.4067, -34999.8467, -209367.1828, -44548.1285, in eV.